Entry 1:
A molecular structure, C4H13N3, computed with ωB97M-V/def2-TZVPD.

Its charge is +2. The value obtained for the orbital gap is 0.4251 Ha. For the energy relative to the best compared isomer or geometry (same formula, charge and spin), the calculation gives 571.1 kJ/mol. The value obtained for the LUMO energy is -8.01 eV. For the total energy, the calculation gives -323.6755 hartree.

Geometry (Å):
C (-2.28, -0.43, 0.40)
C (-0.73, 1.14, 0.13)
C (2.74, 0.34, -0.16)
C (1.64, -0.47, 0.38)
N (-2.08, 0.91, -0.04)
N (-0.98, -1.21, -0.23)
N (-0.03, -0.17, -0.44)
H (-2.44, -0.49, 1.42)
H (-3.28, -0.88, 0.08)
H (-0.47, 2.02, -0.49)
H (-0.46, 1.31, 1.25)
H (3.14, 0.07, -1.24)
H (2.75, 1.53, 0.05)
H (3.62, 0.12, 0.41)
H (1.28, -0.24, 1.30)
H (1.81, -1.52, 0.17)
H (-2.41, 1.30, -0.88)
H (-0.58, -1.77, 0.48)
H (-1.40, -1.55, -1.14)
H (0.16, -0.01, -1.45)



Entry 2:
A molecular structure, C19H44NO9S2, computed with ωB97M-V/def2-TZVPD.

Its charge is -1. The value obtained for the orbital gap is 0.3027 Ha. For the energy relative to the best compared isomer or geometry (same formula, charge and spin), the calculation gives 0.0 kJ/mol. The value obtained for the LUMO energy is 2.43 eV. For the total energy, the calculation gives -2278.5219 hartree.

Geometry (Å):
C (6.60, -1.71, -1.66)
C (6.37, -1.14, -0.63)
S (6.14, -0.29, 0.88)
O (7.22, 0.66, 0.90)
O (6.15, -1.28, 1.92)
N (4.78, 0.48, 0.67)
S (3.40, -0.28, 1.01)
O (3.38, -1.69, 0.67)
O (2.96, 0.03, 2.35)
C (2.31, 0.50, -0.18)
C (1.56, 1.74, 0.31)
C (0.13, 1.50, 0.78)
C (-0.06, 0.41, 1.85)
C (-1.52, -0.12, 1.89)
C (-1.60, -1.63, 2.14)
C (-2.01, -2.44, 0.91)
C (-1.09, -2.21, -0.28)
O (-1.82, -1.59, -1.33)
C (-0.94, -1.07, -2.31)
H (6.92, -2.41, -2.40)
H (2.99, 0.80, -0.97)
H (1.66, -0.26, -0.61)
H (1.49, 2.41, -0.56)
H (2.13, 2.30, 1.05)
H (-0.53, 1.27, -0.06)
H (-0.21, 2.44, 1.23)
H (0.59, -0.44, 1.68)
H (0.17, 0.85, 2.81)
H (-2.03, 0.14, 0.95)
H (-2.08, 0.37, 2.68)
H (-2.30, -1.84, 2.95)
H (-0.64, -2.01, 2.49)
H (-1.96, -3.50, 1.17)
H (-3.03, -2.21, 0.63)
H (-0.22, -1.61, -0.01)
H (-0.73, -3.18, -0.66)
H (-0.39, -1.86, -2.84)
H (-0.18, -0.43, -1.85)
H (-1.53, -0.48, -3.01)
C (2.09, -4.02, -5.70)
C (1.28, -2.75, -5.54)
O (1.26, -2.29, -4.19)
H (1.68, -4.81, -5.06)
H (2.08, -4.37, -6.73)
H (3.13, -3.86, -5.39)
H (0.24, -2.91, -5.83)
H (1.69, -1.96, -6.18)
H (2.17, -2.13, -3.92)
C (3.39, 5.72, -1.16)
C (1.89, 5.55, -0.97)
O (1.59, 4.85, 0.23)
H (3.88, 4.74, -1.17)
H (3.62, 6.24, -2.09)
H (3.82, 6.29, -0.33)
H (1.47, 4.96, -1.78)
H (1.40, 6.53, -0.96)
H (1.95, 5.36, 0.97)
C (-6.67, -2.93, -1.42)
C (-6.30, -1.51, -1.80)
O (-5.48, -0.90, -0.82)
H (-7.19, -2.95, -0.46)
H (-7.32, -3.39, -2.17)
H (-5.78, -3.55, -1.32)
H (-7.20, -0.89, -1.88)
H (-5.79, -1.50, -2.77)
H (-4.67, -1.42, -0.75)
C (-2.42, 2.30, 6.88)
C (-2.87, 2.14, 5.44)
O (-2.69, 0.81, 4.97)
H (-1.37, 2.02, 6.98)
H (-2.54, 3.33, 7.22)
H (-3.00, 1.65, 7.54)
H (-2.27, 2.78, 4.78)
H (-3.92, 2.43, 5.33)
H (-3.21, 0.23, 5.53)